{
  "formula": "C20H18BrN3O2",
  "method": "ωB97M-V/def2-TZVPD",
  "species": ["O", "C", "O", "C", "C", "C", "N", "C", "N", "C", "C", "C", "C", "C", "C", "C", "C", "C", "C", "Br", "C", "C", "C", "N", "C", "C", "H", "H", "H", "H", "H", "H", "H", "H", "H", "H", "H", "H", "H", "H", "H", "H", "H", "H"],
  "positions_angstrom": [[-1.815, -2.439, 1.837], [-2.251, -1.331, 1.682], [-1.681, -0.258, 2.246], [-3.519, -1.001, 0.913], [-3.469, 0.374, 0.235], [-2.779, 0.246, -1.136], [-1.911, -0.904, -1.154], [-0.607, -0.802, -0.832], [-0.131, 0.454, -0.648], [1.134, 0.607, -0.357], [1.582, 1.983, -0.094], [2.339, 2.293, 1.033], [2.739, 3.597, 1.265], [2.389, 4.601, 0.377], [1.620, 4.302, -0.736], [1.211, 3.002, -0.967], [2.021, -0.508, -0.288], [3.410, -0.422, -0.096], [4.145, -1.573, -0.034], [6.035, -1.466, 0.226], [3.556, -2.840, -0.163], [2.214, -2.943, -0.386], [1.412, -1.782, -0.473], [0.106, -1.911, -0.734], [-2.593, -2.176, -1.097], [-3.784, -2.094, -0.126], [-0.894, -0.525, 2.746], [-4.318, -1.003, 1.664], [-4.481, 0.756, 0.102], [-2.921, 1.070, 0.867], [-2.186, 1.133, -1.353], [-3.521, 0.106, -1.927], [2.592, 1.518, 1.741], [3.325, 3.829, 2.142], [2.709, 5.616, 0.557], [1.337, 5.085, -1.424], [0.610, 2.757, -1.829], [3.886, 0.544, -0.019], [4.176, -3.722, -0.098], [1.734, -3.900, -0.510], [-1.867, -2.915, -0.759], [-2.937, -2.450, -2.101], [-4.705, -1.853, -0.659], [-3.913, -3.056, 0.368]],
  "homo_lumo_gap_ev": 7.79,
  "homo_ev": -7.833,
  "lumo_energy_ev": -0.04,
  "relative_energy_kj_mol": 0.00
}

=====

{
  "formula": "C6H9P",
  "method": "ωB97M-V/def2-TZVPD",
  "species": ["C", "C", "C", "C", "C", "C", "P", "H", "H", "H", "H", "H", "H", "H", "H", "H"],
  "positions_angstrom": [[0.797, 1.284, 0.047], [1.197, -1.435, 0.604], [-1.739, 0.768, -0.363], [-0.536, 0.668, 0.516], [0.921, -1.279, -0.891], [0.565, -0.205, -0.056], [-3.012, -0.645, 0.084], [0.621, 1.906, -0.797], [1.366, 1.666, 0.879], [0.555, -1.915, 1.193], [2.214, -1.275, 0.967], [-2.247, 1.751, -0.426], [-1.340, 0.541, -1.400], [-0.666, 0.405, 1.551], [1.572, -1.372, -1.656], [-2.952, 0.041, 1.473]],
  "homo_lumo_gap_ev": [4.08, 3.52],
  "homo_ev": [-6.398, -6.142],
  "lumo_energy_ev": [-2.32, -2.63],
  "relative_energy_kj_mol": 728.47
}

=====

{
  "formula": "CH6Cl3NSi2",
  "method": "ωB97M-V/def2-TZVPD",
  "species": ["C", "N", "Si", "Si", "Cl", "Cl", "Cl", "H", "H", "H", "H", "H", "H"],
  "positions_angstrom": [[2.717, 0.265, 0.206], [-0.776, 0.057, -0.240], [-2.192, -0.939, -0.608], [-0.461, 1.509, 0.668], [2.037, -1.390, 0.648], [4.056, 0.471, 1.241], [3.334, 0.119, -1.482], [-0.185, -0.686, -0.423], [-2.323, -1.317, -2.039], [-2.037, -2.140, 0.235], [-3.350, -0.322, -0.002], [0.798, 2.071, 0.964], [-1.617, 2.302, 0.833]],
  "homo_lumo_gap_ev": [6.41, 4.03],
  "homo_ev": [-7.893, -6.466],
  "lumo_energy_ev": [-1.48, -2.43],
  "relative_energy_kj_mol": 415.82
}

=====

{
  "formula": "C4H8S2",
  "method": "ωB97M-V/def2-TZVPD",
  "species": ["C", "C", "C", "S", "C", "S", "H", "H", "H", "H", "H", "H", "H", "H"],
  "positions_angstrom": [[-1.362, -1.191, 0.160], [-0.198, -0.088, 0.111], [-0.762, 1.254, -0.461], [1.217, -0.661, -0.903], [2.453, -0.083, 0.137], [4.025, -0.134, -0.106], [-0.969, -2.080, 0.608], [-2.191, -0.672, 0.730], [-1.715, -1.561, -0.765], [0.259, 0.056, 1.086], [-1.339, 1.050, -1.337], [-1.480, 1.700, 0.311], [0.031, 1.991, -0.533], [2.032, 0.418, 0.961]],
  "homo_lumo_gap_ev": 8.63,
  "homo_ev": -8.634,
  "lumo_energy_ev": -0.01,
  "relative_energy_kj_mol": 108.46
}

=====

{
  "formula": "C5H7N",
  "method": "ωB97M-V/def2-TZVPD",
  "species": ["C", "C", "C", "C", "C", "N", "H", "H", "H", "H", "H", "H", "H"],
  "positions_angstrom": [[-1.331, 0.198, -0.023], [-0.516, -1.516, 0.029], [1.210, 0.442, -0.756], [1.188, 0.525, 0.734], [0.045, -0.125, 0.000], [-2.506, 0.559, -0.010], [-0.640, -2.013, 0.968], [-0.578, -2.067, -0.890], [1.075, 1.340, -1.337], [1.882, -0.272, -1.211], [1.853, -0.114, 1.292], [1.001, 1.477, 1.207], [-2.684, 1.565, -0.002]],
  "homo_lumo_gap_ev": [5.51, 8.58],
  "s_squared": 2.0156,
  "multiplicity": 3,
  "homo_ev": [-4.474, -9.911],
  "lumo_energy_ev": [1.04, -1.33],
  "relative_energy_kj_mol": 216.01
}

=====

{
  "formula": "C5H30O12",
  "method": "ωB97M-V/def2-TZVPD",
  "species": ["C", "C", "C", "C", "C", "O", "O", "H", "H", "H", "H", "H", "H", "H", "H", "H", "H", "O", "H", "H", "O", "H", "H", "O", "H", "H", "O", "H", "H", "O", "H", "H", "O", "H", "H", "O", "H", "H", "O", "H", "H", "O", "H", "H", "O", "H", "H"],
  "positions_angstrom": [[-3.182, -1.399, 0.819], [-2.901, 0.142, 0.328], [-3.858, 1.095, -0.364], [-1.562, 0.211, -0.409], [-0.237, 0.029, 0.440], [0.732, -0.540, 0.007], [-0.188, 0.709, 1.496], [-2.759, -1.438, 1.801], [-4.241, -1.560, 0.738], [-2.662, -2.102, 0.061], [-2.537, 0.669, 1.308], [-3.633, 2.092, -0.371], [-3.854, 0.694, -1.490], [-4.820, 1.054, 0.189], [-1.403, 1.291, -0.862], [-1.306, -0.582, -1.198], [0.623, 0.670, 2.098], [3.590, -1.554, -0.970], [4.137, -1.830, -1.737], [3.236, -2.344, -0.784], [2.483, 4.699, -1.113], [1.986, 4.648, -1.872], [3.386, 4.643, -1.358], [2.401, 0.668, -2.505], [2.043, 0.259, -1.683], [2.515, -0.276, -2.889], [-1.972, -2.765, 3.504], [-1.363, -2.624, 4.241], [-1.274, -2.904, 2.753], [3.053, -1.709, 3.128], [2.575, -2.569, 3.237], [2.796, -1.636, 2.182], [-0.746, -0.397, 3.851], [-1.144, 0.011, 2.997], [-1.412, -0.712, 4.429], [2.885, 0.859, 3.194], [3.290, 0.300, 3.949], [3.026, 1.609, 3.712], [0.393, -2.569, -2.075], [-0.186, -2.995, -2.659], [0.748, -3.159, -1.342], [0.677, 2.598, -3.279], [0.986, 1.868, -2.679], [1.632, 2.697, -3.642], [-0.692, 1.616, -5.332], [-0.843, 0.646, -5.312], [-0.415, 1.887, -4.537]],
  "homo_lumo_gap_ev": 9.97,
  "homo_ev": -10.198,
  "lumo_energy_ev": -0.23,
  "relative_energy_kj_mol": 277.24
}

=====

{
  "formula": "C45H52As3N3O4P2Se2W",
  "method": "ωB97M-V/def2-TZVPD",
  "species": ["W", "Se", "P", "C", "C", "C", "C", "C", "C", "C", "C", "C", "C", "C", "C", "C", "C", "N", "N", "N", "P", "Se", "C", "C", "C", "C", "C", "C", "C", "C", "C", "C", "C", "C", "H", "H", "H", "H", "H", "H", "H", "H", "H", "H", "H", "H", "H", "H", "H", "H", "H", "H", "H", "H", "C", "As", "C", "C", "C", "C", "C", "As", "C", "C", "C", "As", "C", "C", "H", "H", "H", "H", "H", "H", "H", "H", "H", "H", "H", "H", "H", "H", "H", "H", "H", "H", "H", "H", "H", "H", "H", "H", "H", "H", "H", "O", "C", "O", "C", "C", "C", "C", "O", "C", "O", "C", "C", "H", "H", "H", "H", "H"],
  "positions_angstrom": [[2.239, -0.159, 0.620], [0.504, 1.598, -4.532], [-0.998, 1.854, -3.086], [-2.614, 1.124, -3.429], [-2.928, 0.691, -4.709], [-4.221, 0.272, -4.992], [-5.189, 0.278, -3.996], [-4.873, 0.716, -2.715], [-3.589, 1.152, -2.431], [-1.422, 3.584, -2.730], [-2.109, 4.186, -3.790], [-2.479, 5.518, -3.722], [-2.169, 6.265, -2.592], [-1.488, 5.676, -1.541], [-1.106, 4.341, -1.604], [-0.442, 1.055, -1.537], [-0.420, -0.301, -1.107], [0.234, -0.267, 0.081], [0.570, 1.055, 0.341], [0.236, 1.810, -0.673], [-0.615, -2.023, -1.701], [2.883, -1.445, -1.093], [-1.485, -2.107, -3.280], [-0.714, -1.891, -4.425], [-1.235, -2.172, -5.675], [-2.509, -2.714, -5.789], [-3.269, -2.953, -4.654], [-2.763, -2.651, -3.399], [-1.752, -2.621, -0.412], [-2.910, -1.927, -0.054], [-3.725, -2.414, 0.956], [-3.397, -3.598, 1.608], [-2.257, -4.299, 1.246], [-1.432, -3.808, 0.242], [-2.164, 0.696, -5.478], [-4.473, -0.057, -5.991], [-6.197, -0.044, -4.220], [-5.636, 0.745, -1.948], [-3.355, 1.544, -1.446], [-2.355, 3.612, -4.676], [-3.010, 5.970, -4.548], [-2.459, 7.306, -2.535], [-1.244, 6.256, -0.661], [-0.559, 3.910, -0.779], [0.295, -1.506, -4.340], [-0.637, -1.990, -6.558], [-2.905, -2.963, -6.766], [-4.257, -3.384, -4.742], [-3.359, -2.857, -2.521], [-3.174, -1.014, -0.572], [-4.625, -1.877, 1.228], [-4.043, -3.981, 2.387], [-2.025, -5.240, 1.729], [-0.559, -4.367, -0.073], [4.515, -2.140, 2.370], [2.616, -2.351, 2.010], [2.478, -4.088, 1.182], [1.742, -2.700, 3.727], [1.106, -1.563, 4.529], [-0.156, -1.065, 3.823], [2.118, -0.425, 4.740], [2.383, 0.781, 3.233], [1.045, 2.160, 3.458], [4.081, 1.616, 3.619], [0.773, -2.112, 5.936], [0.009, -3.943, 6.115], [-1.758, -3.700, 5.295], [-0.578, -3.710, 7.963], [4.746, -2.493, 3.374], [4.817, -1.097, 2.270], [5.064, -2.737, 1.643], [3.058, -4.790, 1.782], [2.874, -4.048, 0.171], [1.439, -4.409, 1.172], [2.535, -3.181, 4.309], [1.003, -3.471, 3.500], [0.053, -0.713, 2.807], [-0.611, -0.243, 4.378], [-0.891, -1.862, 3.735], [3.095, -0.821, 5.028], [1.786, 0.219, 5.557], [0.979, 2.422, 4.513], [0.088, 1.787, 3.105], [1.353, 3.023, 2.873], [4.051, 2.054, 4.616], [4.256, 2.395, 2.883], [4.873, 0.870, 3.586], [0.144, -1.395, 6.471], [1.711, -2.187, 6.496], [-1.710, -3.766, 4.209], [-2.235, -2.765, 5.590], [-2.372, -4.528, 5.652], [0.283, -3.571, 8.615], [-1.097, -4.615, 8.274], [-1.249, -2.857, 8.056], [2.788, 3.321, 1.061], [3.187, 2.644, 0.158], [3.463, 1.269, 0.419], [3.386, 2.999, -1.236], [4.076, 2.160, -2.108], [4.210, 2.482, -3.455], [3.593, 3.636, -3.877], [3.533, 4.120, -5.126], [2.740, 5.320, -5.070], [2.379, 5.518, -3.698], [2.898, 4.476, -3.007], [2.792, 4.200, -1.681], [4.537, 1.257, -1.730], [4.751, 1.852, -4.146], [1.841, 5.183, -5.669], [3.336, 6.162, -5.418], [2.253, 4.841, -0.998]],
  "homo_lumo_gap_ev": [4.72, 4.72],
  "homo_ev": [-12.183, -12.183],
  "lumo_energy_ev": [-7.47, -7.47],
  "relative_energy_kj_mol": 110.87,
  "total_charge": 2
}

=====

no.,F_max (eV/A)
1,1.05
2,4.99
3,3.49
4,2.98
5,2.78
6,6.57
7,0.83